Molecular formula: C95H144F12N20O28S12
Method: DFT, the ωB97M-V functional and the def2-TZVPD basis

Structure (XYZ):
```
311
Properties=species:S:1:pos:R:3:forces:R:3:lowdin_charge:R:1
C 1.1736 -14.4675 13.6631 0.485 0.612 -0.142 0.065
N 0.1620 -13.6410 12.9171 0.271 -1.071 -0.637 -0.063
C -0.9133 -13.1408 13.5263 0.149 -0.290 -0.088 0.020
C -1.8807 -12.4653 12.8470 0.313 0.194 0.532 0.038
C -1.8719 -12.3089 11.4908 -0.004 -0.114 -1.316 -0.119
C -0.7862 -12.8876 10.8648 2.041 -0.253 -0.888 0.056
C 0.2776 -13.4583 11.5893 -1.554 -0.158 -0.615 0.035
C -2.9874 -11.6006 10.7639 0.638 0.301 2.328 -0.111
C -3.3827 -10.3600 11.2867 -0.861 -0.700 -2.028 0.064
C -4.4748 -9.7492 10.7064 -0.392 1.353 1.885 0.035
N -5.1895 -10.3848 9.7679 -0.510 1.422 -0.273 -0.064
C -4.7901 -11.5258 9.2650 -0.691 -2.052 -0.696 0.021
C -3.7273 -12.2191 9.8013 0.057 1.831 -0.079 0.065
C -6.3241 -9.6810 9.1082 -0.200 -0.007 -0.724 0.057
H 1.6919 -13.6974 14.2604 0.410 -0.870 -0.259 0.125
H 1.7841 -15.0524 12.9433 -0.137 0.931 0.413 0.119
H 0.7493 -15.2254 14.3197 -0.628 0.374 -0.021 0.114
H -1.0664 -13.3251 14.5606 0.354 -0.179 0.795 0.157
H -2.6097 -12.0662 13.4728 -1.525 0.624 0.678 0.127
H -0.5800 -12.8920 9.7833 -0.589 0.287 0.504 0.149
H 1.1041 -13.8749 11.0225 0.133 0.016 0.563 0.155
H -2.8351 -9.8878 12.0396 0.636 0.741 1.048 0.123
H -4.8634 -8.7646 11.1162 0.458 -1.336 -0.944 0.190
H -5.4425 -11.9393 8.4883 0.494 0.087 0.255 0.165
H -3.3698 -13.1246 9.4697 0.104 -2.042 -1.069 0.119
H -7.0499 -9.2934 9.8072 0.143 0.006 0.550 0.112
H -6.8767 -10.3642 8.4305 0.690 0.354 0.409 0.120
H -5.8575 -8.8531 8.5730 -0.286 0.065 -0.217 0.080
C 6.5887 4.2245 4.8653 -1.522 -1.001 -1.490 0.013
N 7.4891 4.0774 5.9888 0.557 -0.965 0.559 -0.066
C 7.9893 2.8272 6.2621 -0.312 0.815 0.261 0.067
C 8.7641 2.5728 7.3815 -0.984 2.016 -0.495 0.075
C 8.9398 3.6727 8.2314 0.239 -0.877 1.810 -0.084
C 8.4832 4.9523 7.9011 0.262 -0.628 0.096 0.038
C 7.7527 5.1403 6.7493 0.117 0.251 0.419 0.030
C 9.5537 3.4859 9.6409 -0.097 1.802 -1.869 -0.107
C 10.5138 2.5529 9.9064 0.988 -0.013 1.688 0.063
C 11.3295 2.6716 11.0441 -1.139 0.131 -0.575 0.058
N 11.1791 3.7062 11.8959 0.379 -1.618 -1.349 -0.089
C 10.1400 4.5038 11.7285 -0.967 -0.240 0.106 0.016
C 9.3299 4.4375 10.6158 -0.558 0.694 0.731 0.038
C 12.2195 3.9181 12.9102 0.827 0.054 -0.805 0.058
H 7.1477 4.4787 3.9527 -0.093 -0.163 0.341 0.128
H 5.8229 5.0118 5.0079 0.604 -0.517 0.243 0.091
H 6.0973 3.2125 4.7172 0.493 1.444 -0.043 0.102
H 7.6354 2.0458 5.6165 0.059 -0.212 -0.478 0.109
H 9.0666 1.5738 7.5769 0.241 -0.578 0.229 0.128
H 8.6907 5.7535 8.5875 -0.116 0.332 -0.189 0.121
H 7.3095 6.1038 6.4610 0.276 -0.587 0.057 0.170
H 10.5916 1.7535 9.2403 0.711 -1.280 -0.729 0.113
H 12.0282 1.9531 11.4052 0.686 -0.488 -0.487 0.151
H 9.8721 4.9902 12.6253 -0.163 1.482 0.467 0.150
H 8.4948 5.1371 10.5721 0.251 -0.232 0.016 0.142
H 12.2756 3.0734 13.5925 0.223 -0.044 -0.180 0.123
H 11.9491 4.7934 13.4333 -0.200 0.919 0.810 0.091
H 13.1616 4.1521 12.3402 -0.785 -0.554 0.840 0.146
C 4.8426 -2.4910 -15.8903 0.296 1.163 1.763 0.072
N 4.0108 -2.6957 -14.6517 -0.398 0.508 -1.234 -0.052
C 4.2159 -3.7720 -13.8821 -1.511 0.878 0.966 0.033
C 3.3485 -4.0563 -12.8439 -0.278 1.243 -0.440 0.072
C 2.2631 -3.2020 -12.6411 -0.203 0.137 0.473 -0.122
C 2.1302 -2.0155 -13.3626 1.678 -1.069 -0.739 0.063
C 3.0140 -1.7975 -14.4022 -0.095 -0.678 0.677 0.041
C 1.2377 -3.5567 -11.6448 -1.903 -1.101 0.970 -0.115
C -0.1337 -3.5939 -11.9763 0.516 0.612 -0.698 0.071
C -1.0754 -4.1041 -11.0918 1.597 0.439 0.228 0.005
N -0.6983 -4.5654 -9.8931 1.194 0.313 -0.105 -0.058
C 0.6143 -4.5138 -9.4922 -1.487 0.000 0.614 0.040
C 1.5473 -4.0398 -10.3628 1.293 0.217 -0.686 0.036
C -1.7102 -5.2537 -9.1052 1.850 -1.265 1.650 0.046
H 5.2841 -1.5016 -15.7812 0.603 -0.259 0.096 0.118
H 4.2414 -2.3900 -16.7355 -1.382 -0.325 -1.282 0.091
H 5.5409 -3.2898 -16.0166 0.472 -0.291 0.112 0.105
H 5.0551 -4.3663 -14.0430 1.283 -0.813 -0.653 0.137
H 3.5262 -4.8548 -12.1614 0.091 -0.677 0.025 0.131
H 1.4538 -1.2524 -13.1124 -1.114 0.606 0.217 0.128
H 2.8700 -0.9095 -15.0048 0.593 -0.212 -0.337 0.160
H -0.4593 -3.2316 -12.9622 -0.023 -0.240 0.576 0.146
H -2.1155 -4.1131 -11.2656 -0.928 -0.105 -0.477 0.126
H 0.8267 -4.8007 -8.4398 -0.147 0.086 -1.024 0.154
H 2.5944 -4.0909 -10.0950 -0.055 0.157 0.389 0.134
H -2.1778 -5.9622 -9.7483 -0.419 -0.648 -0.133 0.113
H -2.3855 -4.6319 -8.6192 -1.460 1.706 0.185 0.061
H -1.2082 -5.7102 -8.2157 -0.235 -0.162 -1.083 0.133
C -0.5276 2.0991 -8.3890 1.152 -1.219 -1.040 0.026
N -1.9253 2.3983 -8.7703 -0.023 -0.364 2.064 -0.044
C -2.8125 2.2737 -7.7697 -0.599 1.103 -0.548 0.015
C -4.1725 2.3990 -7.9883 0.228 -0.984 2.717 0.022
C -4.6023 2.5274 -9.2254 -1.312 0.707 -4.157 -0.139
C -3.6635 2.7253 -10.2562 -0.542 -0.111 0.030 0.024
C -2.3341 2.6243 -10.0422 0.268 -0.027 0.879 0.004
C -6.0654 2.4757 -9.5910 0.301 0.262 -0.393 -0.058
C -6.9236 1.7180 -8.7525 1.981 0.541 -1.386 0.052
C -8.2377 1.8280 -9.0031 -2.605 0.153 0.523 0.022
N -8.7556 2.6129 -10.0387 -0.074 -1.446 1.875 -0.073
C -7.9528 3.2553 -10.8822 0.105 0.190 0.138 0.015
C -6.5810 3.1763 -10.7047 -0.277 -0.581 1.461 0.061
C -10.2325 2.8288 -9.9516 0.739 1.174 0.628 0.042
H 0.0278 2.2839 -9.3136 0.327 0.126 0.426 0.101
H -0.4250 0.9976 -8.1899 -0.369 1.066 -0.169 0.086
H -0.0653 2.6253 -7.5201 -1.030 0.022 -0.752 0.125
H -2.4963 2.1983 -6.7596 0.861 -0.480 0.469 0.139
H -4.9036 2.2370 -7.1937 0.623 0.147 0.208 0.131
H -3.9708 2.9158 -11.2509 -0.340 -0.032 -0.774 0.118
H -1.6091 2.7100 -10.8349 0.222 -0.049 0.168 0.151
H -6.4287 1.0656 -8.0358 -0.789 0.132 0.354 0.130
H -8.9840 1.4125 -8.2557 0.804 0.399 -1.446 0.179
H -8.3977 3.9382 -11.6124 0.026 -0.542 0.155 0.163
H -5.9901 3.7722 -11.3540 0.606 0.275 -0.345 0.119
H -10.8403 1.9320 -10.0868 0.392 0.135 0.170 0.119
H -10.4836 3.6051 -10.6400 -0.279 0.128 -0.955 0.090
H -10.3391 3.3673 -8.9943 -0.469 -0.845 -0.099 0.121
C -16.1597 -3.3329 3.5843 -1.784 1.363 2.532 0.028
N -14.7389 -3.0894 3.2460 -2.567 -2.624 -0.025 -0.084
C -14.1291 -4.2630 2.9853 2.268 0.670 0.697 0.031
C -12.7636 -4.1910 2.7920 -0.120 -1.529 -0.843 0.057
C -12.1119 -2.9611 2.6900 -0.164 0.218 0.360 -0.148
C -12.8184 -1.7790 2.8529 -0.894 -0.023 0.804 0.077
C -14.1750 -1.9166 3.2073 0.984 2.695 -0.698 0.017
C -10.6793 -2.9829 2.4383 2.443 0.866 -2.031 -0.104
C -9.8146 -3.9093 3.0048 -1.930 0.204 -0.210 0.050
C -8.5291 -3.9738 2.5684 0.742 -0.752 1.309 0.019
N -8.0312 -3.0772 1.7410 1.691 -0.926 -1.057 -0.053
C -8.7884 -2.1982 1.0863 0.698 1.355 -0.686 0.016
C -10.0900 -2.1351 1.4192 -2.331 -0.843 1.857 0.066
C -6.5855 -3.1804 1.4144 0.195 -0.048 -0.758 0.055
H -16.3240 -3.2887 4.7178 0.694 -0.067 -1.395 0.146
H -16.5149 -4.3217 3.3024 0.345 0.242 -0.440 0.102
H -16.8521 -2.5521 3.2332 0.588 -0.283 -0.404 0.118
H -14.6905 -5.1789 3.1375 0.142 0.217 -0.360 0.156
H -12.1953 -5.1254 2.5862 -0.565 0.816 0.315 0.155
H -12.3624 -0.7747 2.8522 -0.273 -0.744 -0.137 0.154
H -14.7990 -1.0091 3.3771 0.405 -1.030 0.026 0.179
H -10.2191 -4.6087 3.7118 0.327 -0.316 0.314 0.137
H -7.8620 -4.7387 2.9668 0.171 0.336 -0.129 0.139
H -8.3252 -1.5045 0.3301 -0.336 -0.877 0.847 0.159
H -10.7431 -1.4452 0.9564 -0.354 0.682 -0.697 0.122
H -6.4154 -3.6316 0.4186 -0.436 0.050 0.537 0.131
H -6.0689 -3.7407 2.1833 -0.087 -0.073 0.105 0.068
H -6.2158 -2.1769 1.3461 0.293 0.547 0.059 0.086
C -2.8459 6.4738 4.5791 1.573 -0.297 0.424 -0.008
C -3.3905 7.6251 3.8123 0.464 1.744 -0.410 -0.418
C -2.2412 8.5792 3.2809 -0.900 0.234 -0.848 -0.093
C -1.4363 7.9824 2.1095 -0.233 0.461 -0.143 -0.152
C -2.3495 7.4780 0.9920 0.188 -0.794 -1.147 -0.133
C -3.4765 6.5310 1.3623 0.080 0.193 0.857 -0.492
N -4.1582 6.9491 2.6460 -2.035 -0.704 2.225 0.031
O -5.2799 6.5303 2.9211 3.194 1.409 -1.263 0.200
C -2.9409 5.0995 1.6490 0.018 0.774 0.280 0.028
C -4.5664 6.5745 0.3074 -0.031 -0.540 0.845 -0.006
C -4.3361 8.4037 4.7586 -0.244 0.228 -1.540 -0.002
H -2.4926 7.0141 5.4475 0.471 -0.320 0.500 0.116
H -1.9876 5.9489 4.1324 -0.410 0.140 0.187 0.085
H -3.6143 5.8162 4.9201 -0.500 -0.637 0.066 0.100
H -1.6083 9.0085 4.0754 -0.228 -0.988 0.129 0.138
H -2.7317 9.5132 2.9380 -0.060 -0.511 -0.202 0.130
H -0.6914 7.2076 2.3857 -0.593 0.405 0.046 0.100
H -0.8838 8.7861 1.6136 0.274 -0.032 0.409 0.119
H -1.6817 6.8369 0.3270 -0.923 0.967 0.420 0.157
H -2.8958 8.2164 0.3492 1.225 0.154 0.686 0.137
H -2.9277 4.6579 0.6535 0.481 -0.211 0.051 0.099
H -3.8011 4.6410 2.1616 0.966 -0.578 0.330 0.100
H -1.8971 5.1423 2.1501 -1.999 -0.493 -0.741 0.113
H -5.2045 7.4483 0.4852 0.481 0.218 -0.700 0.107
H -5.2486 5.7481 0.5250 0.219 -0.255 -0.890 0.096
H -3.9746 6.5549 -0.6225 -1.115 -0.094 -0.015 0.117
H -4.7499 7.7483 5.5043 -0.715 -0.222 -0.036 0.089
H -5.0682 8.9784 4.1570 0.031 -0.482 0.599 0.111
H -3.7773 9.1399 5.3154 0.534 0.187 -0.032 0.097
C -0.3137 -1.8206 1.7946 1.726 0.553 0.819 0.006
C -0.2009 -1.9987 0.3153 1.021 -0.895 -1.422 -0.402
C -1.4143 -1.4595 -0.3463 -2.071 0.696 -0.800 -0.140
C -1.4376 0.0637 -0.4359 -0.162 -0.571 -1.282 -0.154
C -0.3435 0.4796 -1.3773 0.148 1.569 -0.540 -0.129
C 0.9892 0.1528 -0.7697 2.710 0.834 -0.131 -0.454
N 1.0884 -1.2525 -0.3452 -1.608 -1.348 1.827 0.043
O 2.0636 -1.9017 -0.4487 -0.055 0.913 -0.220 0.211
C 1.3127 1.0648 0.4697 1.067 -0.036 0.569 0.019
C 2.1523 0.3449 -1.7544 0.312 0.316 0.403 -0.007
C 0.0535 -3.4639 -0.0961 -0.083 1.329 1.707 0.012
H -0.4954 -0.7828 2.1330 0.204 -0.640 -0.166 0.103
H 0.5180 -2.2951 2.3399 0.002 0.595 -0.190 0.105
H -1.1455 -2.4239 2.0321 -1.217 -0.516 0.455 0.087
H -2.2838 -1.7133 0.2566 0.053 -0.406 0.298 0.130
H -1.6550 -1.9272 -1.3182 0.554 0.316 0.147 0.147
H -1.2403 0.4737 0.5409 -0.292 0.365 0.296 0.094
H -2.3773 0.4423 -0.8419 -0.164 -0.242 0.381 0.129
H -0.3433 1.6158 -1.4715 0.088 -1.368 -0.105 0.160
H -0.3692 0.0563 -2.4087 -0.400 0.139 0.724 0.127
H 1.4219 2.1246 0.1269 -0.069 -0.996 0.047 0.121
H 2.2565 0.7660 1.0171 -0.821 0.181 -0.936 0.115
H 0.5631 1.0509 1.2426 -0.499 0.000 0.087 0.062
H 1.8620 1.1972 -2.3122 -0.252 0.848 -0.905 0.069
H 2.3092 -0.4812 -2.4749 0.025 0.418 0.624 0.097
H 3.0383 0.6991 -1.1942 -0.092 -0.878 -0.485 0.105
H 1.0090 -3.7566 0.3271 -0.259 -0.643 -0.024 0.097
H 0.0135 -3.5229 -1.1326 0.511 -0.107 -2.075 0.059
H -0.8000 -4.0444 0.1933 -0.226 -0.464 0.800 0.104
C 7.0958 -8.8842 -0.3710 0.151 0.963 -0.198 0.005
C 8.2151 -7.8772 -0.7582 -0.540 -1.426 -1.026 -0.426
C 8.3419 -7.9562 -2.2995 1.168 0.139 -0.724 -0.112
C 9.4664 -7.0800 -2.8540 -0.812 0.983 1.141 -0.129
C 9.4992 -5.7686 -2.0409 1.050 -0.117 -0.942 -0.144
C 8.2669 -5.3390 -1.3102 -0.494 1.222 0.839 -0.437
N 7.6748 -6.5245 -0.5637 1.906 0.706 0.077 -0.043
O 6.8588 -6.3377 0.2386 -1.645 0.535 1.108 0.256
C 7.1351 -4.7656 -2.1601 -0.117 -1.876 -1.899 0.006
C 8.6684 -4.1783 -0.3316 0.440 -1.077 -0.062 0.021
C 9.4799 -7.9819 0.1525 -0.468 0.047 -1.401 0.061
H 6.7830 -8.8079 0.6744 0.072 -0.052 -0.250 0.096
H 7.3675 -9.9106 -0.6127 0.242 0.164 0.030 0.109
H 6.2875 -8.5753 -1.0471 -0.289 -0.501 0.470 0.097
H 7.3776 -7.7109 -2.8049 0.589 -0.174 0.608 0.135
H 8.6325 -8.9360 -2.6329 -0.442 -0.878 0.339 0.131
H 9.3347 -6.9358 -3.9079 -0.250 0.309 -0.541 0.116
H 10.4531 -7.4818 -2.7511 0.406 -0.799 0.150 0.118
H 9.7998 -4.9800 -2.7222 -0.104 0.451 0.062 0.138
H 10.3145 -5.8132 -1.3092 -0.193 -0.013 -0.255 0.108
H 6.6414 -5.5336 -2.7829 0.465 -0.160 0.087 0.095
H 7.6551 -4.1677 -2.9048 -0.451 0.711 0.239 0.109
H 6.2668 -4.3635 -1.6759 0.219 0.936 0.742 0.095
H 9.6528 -4.3840 0.1344 -0.769 -0.023 0.160 0.104
H 7.8692 -3.9568 0.3760 0.222 0.036 0.029 0.095
H 8.8480 -3.3280 -0.9800 -0.201 0.219 -0.036 0.100
H 9.0558 -7.9720 1.1392 0.443 -0.159 0.697 0.097
H 10.2368 -7.2134 -0.0070 -0.347 0.079 0.235 0.085
H 9.9745 -8.9111 -0.1204 -0.178 -0.277 0.352 0.116
C 5.0823 12.4524 -3.1909 -0.525 -0.062 -0.719 -0.066
C 5.8391 12.4273 -1.8649 0.482 0.332 0.199 -0.152
N 4.9809 12.5781 -0.5541 0.907 -0.556 -2.987 -0.306
C 5.9652 12.5535 0.5133 0.616 0.878 1.016 -0.007
C 4.2505 13.8603 -0.5853 -1.712 -1.046 1.213 -0.194
C 5.0391 15.1173 -0.6741 -0.618 0.308 0.038 -0.035
C 4.0346 11.3952 -0.5544 1.954 -0.898 0.768 -0.096
C 3.2306 11.1686 0.6877 -0.124 1.689 0.405 -0.151
O 2.0048 11.8688 0.4161 1.720 -0.862 -1.273 -0.192
C 1.3265 12.4560 1.4476 -0.418 1.058 -0.104 -0.115
H 4.4964 13.3876 -3.3495 0.490 -0.685 0.053 0.094
H 4.4151 11.5669 -3.4010 0.569 0.894 0.695 0.098
H 5.8308 12.3673 -4.0075 -0.275 0.354 0.568 0.101
H 6.6090 13.2564 -1.7554 -0.985 -1.160 -0.526 0.138
H 6.3530 11.4487 -1.8001 -0.148 0.604 0.338 0.134
H 6.7642 13.3419 0.3143 -0.913 -1.409 0.181 0.139
H 6.3275 11.5215 0.5693 0.339 0.467 0.301 0.124
H 5.4528 12.8775 1.4297 0.355 -0.395 -0.042 0.114
H 3.6531 13.7626 0.3414 0.156 0.676 -0.300 0.135
H 3.5136 13.7277 -1.3725 0.056 0.371 -0.243 0.133
H 4.2642 15.8837 -0.7679 0.402 0.207 -0.241 0.111
H 5.6818 15.0996 -1.5358 0.200 0.420 -0.394 0.081
H 5.6026 15.3655 0.2111 0.239 -0.089 0.291 0.090
H 4.7222 10.5309 -0.7009 -0.620 0.464 -0.158 0.153
H 3.3223 11.4944 -1.3400 -0.135 0.131 -0.882 0.128
H 3.7726 11.6091 1.5812 -0.842 -0.829 -0.623 0.145
H 3.0927 10.0956 0.7412 -0.251 -0.225 0.672 0.120
H 1.9110 13.1401 2.0473 0.499 -0.102 0.540 0.095
H 0.8180 11.7141 1.9831 -0.703 -0.918 1.516 0.073
H 0.5928 13.0771 0.9782 -0.672 0.402 -0.253 0.096
N -6.0539 0.2753 -3.0631 0.506 -0.902 0.895 -0.315
S -6.4961 1.1944 -4.2024 -1.343 1.540 -1.688 0.531
O -7.8080 1.8693 -4.1425 3.060 -1.280 0.088 -0.295
O -6.0912 0.5327 -5.4116 -0.542 0.617 -0.299 -0.310
F -5.3539 2.3410 -4.0549 -0.931 -0.011 -0.088 -0.217
S -6.5348 0.3180 -1.6071 0.052 1.286 0.783 0.505
O -5.7724 -0.5782 -0.7878 -0.291 0.081 -0.075 -0.310
O -7.9572 0.3536 -1.4820 -0.021 -0.170 0.664 -0.291
F -6.0340 1.8112 -1.1104 -0.475 -1.236 -0.277 -0.222
N 0.4494 -1.2477 -4.6368 0.170 -0.510 -0.951 -0.306
S 0.6113 -0.0038 -5.6373 -1.587 -1.572 0.201 0.532
O 0.9779 -0.3086 -6.9845 -0.082 0.062 0.025 -0.301
O 1.2119 1.1008 -4.9869 0.070 0.537 0.413 -0.283
F -1.0061 0.5214 -5.7979 1.724 -0.729 0.295 -0.257
S 0.8059 -2.8150 -5.0325 0.168 4.075 4.138 0.482
O 0.9416 -3.0799 -6.3685 -0.605 -1.517 -4.814 -0.266
O 0.1153 -3.6447 -4.1115 0.278 -0.214 -0.080 -0.268
F 2.3536 -2.8164 -4.6359 -0.152 -0.239 0.897 -0.198
N -3.1463 -2.0684 -10.3089 -0.333 0.606 -0.220 -0.301
S -3.0812 -1.6949 -8.8019 -0.348 1.528 2.113 0.495
O -3.7542 -2.6244 -7.9661 -0.595 -0.181 -0.340 -0.254
O -3.2114 -0.2591 -8.5019 0.291 -2.099 -0.821 -0.293
F -1.5863 -2.0488 -8.4423 0.903 0.338 -0.168 -0.177
S -2.9419 -0.8132 -11.2818 -1.588 -1.618 -1.233 0.526
O -1.6021 -0.3321 -11.2155 0.105 0.961 -0.163 -0.285
O -4.1139 0.0101 -11.4363 1.448 -0.028 0.408 -0.261
F -2.9808 -1.7001 -12.6172 0.314 0.399 0.365 -0.185
N -4.4280 -5.9490 5.7394 -0.715 -0.134 1.665 -0.307
S -4.7569 -5.8431 7.3196 -0.793 0.486 -1.534 0.464
O -4.6395 -7.0483 8.0776 0.048 -0.864 -0.048 -0.313
O -5.8141 -4.9551 7.6528 -0.777 -0.122 -0.128 -0.271
F -3.5141 -5.0485 7.6657 1.860 0.649 0.537 -0.132
S -5.5691 -6.2250 4.7104 1.038 -1.278 0.801 0.509
O -5.6713 -5.1500 3.7743 -0.895 0.400 -0.513 -0.322
O -6.7644 -6.8703 5.2210 1.071 0.626 -0.900 -0.302
F -4.7287 -7.2996 3.8559 -1.050 0.063 0.140 -0.199
N 2.5837 5.9539 3.5890 1.608 1.230 0.904 -0.297
S 1.4204 5.1104 3.1896 -0.369 -1.700 4.623 0.381
O 0.8745 5.3225 1.9298 -1.708 0.430 -3.005 -0.272
O 0.6390 4.9770 4.3837 -1.495 0.339 -0.731 -0.294
F 2.0388 3.6732 3.1361 0.515 -1.016 -0.888 -0.172
S 3.7551 6.4613 2.7342 -3.297 2.192 -0.792 0.423
O 4.9259 6.3195 3.4628 3.175 0.186 1.303 -0.263
O 3.4028 7.6886 2.0772 0.848 -0.020 0.107 -0.288
F 3.8307 5.4440 1.6074 0.481 -1.479 -1.712 -0.127
N 5.1749 -0.5267 3.0502 0.256 1.828 -0.136 -0.304
S 4.1900 -1.7071 3.2722 -3.283 1.055 1.879 0.444
O 3.3088 -1.8051 2.1420 0.305 0.001 0.008 -0.313
O 3.5957 -1.7836 4.5933 0.786 0.171 -1.531 -0.278
F 5.1044 -2.8979 3.1710 1.488 -2.062 -0.279 -0.119
S 5.9885 0.1414 4.1896 2.413 -1.774 2.434 0.514
O 6.7781 1.2667 3.7525 -0.776 -0.184 -0.485 -0.324
O 6.6955 -0.8114 5.0408 -0.678 0.880 -1.177 -0.314
F 5.0241 0.7979 5.2786 -0.601 0.173 -0.781 -0.187
```
Positions in Å, forces in eV/Å.

Charge: +8
Frontier orbital gap: 6.3 eV
HOMO level: -17.354 eV